Record 1
Below is a gas-phase ion, C4H9N2O (charge +1) at a distorted geometry, with properties calculated with ωB97M-V with the def2-TZVPD basis set.

```
16
Properties=species:S:1:pos:R:3:nbo_charge:R:1
N 0.414 1.624 1.255 -0.109
C -0.711 -2.241 -1.469 -0.635
H -0.122 -2.624 -0.708 0.215
H -0.439 -2.708 -2.405 0.255
C -0.141 1.402 0.216 0.669
H 2.185 0.994 1.830 0.242
H 0.380 -0.722 0.313 0.375
N -0.088 -0.216 -0.344 -0.497
H -0.860 2.985 -0.440 0.523
H 0.894 -0.060 2.259 0.261
H 1.065 1.470 3.102 0.280
H -1.778 -2.134 -1.439 0.254
H -0.786 -0.039 -2.160 0.216
C -0.468 -0.778 -1.423 -0.003
C 1.192 0.979 2.180 -0.456
O -0.738 2.069 -0.768 -0.591
```

Summary:
- HOMO-LUMO gap (spin up / spin down) (eV) = 6.657 / 7.210
- E_LUMO (spin up / spin down) (eV) = -3.2066 / -8.7519
- expectation value of S² = 2.02
- total charge = +1
- spin multiplicity = 3

Record 2
Below is a single C3H2BrClO molecule at a distorted geometry, with properties calculated with ωB97M-V with the def2-TZVPD basis set.

```
8
Properties=species:S:1:pos:R:3:nbo_charge:R:1
Cl -0.336 0.339 -2.715 0.101
C 0.073 0.371 0.001 -0.213
C 0.249 -0.270 1.298 0.353
H -0.356 -1.370 -0.921 0.230
O 0.211 0.336 2.352 -0.482
Br 0.156 2.279 -0.253 0.067
C -0.121 -0.277 -1.156 -0.199
H 0.124 -1.408 1.393 0.143
```

Summary:
- HOMO-LUMO gap (eV) = 9.441
- E_LUMO (eV) = -0.4959
- spin multiplicity = 1

Record 3
Below is a gas-phase ion, C4H5N2 (charge +1) at a distorted geometry, with properties calculated with ωB97M-V with the def2-TZVPD basis set.

```
11
Properties=species:S:1:pos:R:3:nbo_charge:R:1
H -2.292 1.635 -0.309 0.220
C -0.354 -1.148 -0.154 0.154
H 2.303 2.051 -0.434 0.293
C 0.969 -1.058 0.233 -0.247
H 1.576 -1.858 0.145 0.255
H -0.950 -2.079 -0.312 0.268
C 2.097 1.027 -0.182 0.347
N 1.516 0.076 0.044 -0.164
N -1.024 -0.049 -0.380 -0.369
C -1.752 0.808 0.190 0.057
H -2.090 0.595 1.157 0.185
```

Summary:
- HOMO-LUMO gap (eV) = 9.079
- E_LUMO (eV) = -4.5591
- total charge = +1
- spin multiplicity = 1

It is found that the energy above the lowest of the compared OMol25 structures with the same formula, charge and spin values, taken in the order of the records, are 238.83 52.75 208.41 kJ/mol.
It is found that the calculated total energy values, taken in the order of the records, are -342.07158 -3224.90803 -264.53602 Ha.